Formula: C47H53GeIrN8Se
Source: OMol25
Level of theory: ωB97M-V with the def2-TZVPD basis set

Its expectation value of S² is 6.035. As for the multiplicity: 5. Its energy above the lowest of the compared OMol25 structures with the same formula, charge and spin is 0.000 eV. The LUMO energy (spin up / spin down) comes out at 0.087 / -0.514 eV. The value obtained for the orbital gap (spin up / spin down) is 0.11809 / 0.20576 Eh.

The geometry in XYZ format:
```
111
Properties=species:S:1:pos:R:3:forces:R:3
Ir 0.561156 -0.014715 -0.896566 -1.1 0.3 3.6
Se -3.520800 -0.558941 1.438319 0.1 0.2 -0.1
Ge 3.082921 -0.856216 -3.269986 -0.9 0.0 1.4
N 0.556873 -0.647991 1.155809 -1.3 -1.8 0.3
N -5.088861 0.640655 3.451177 -0.4 -0.8 0.1
N -5.941620 -1.318498 2.770870 -0.3 1.8 0.6
N -0.370447 -1.783933 3.085419 0.2 1.9 0.7
N -2.225968 3.093780 0.260764 0.0 0.3 0.3
N -0.326495 -2.873673 1.117877 -0.3 -1.0 -0.9
N -0.369236 1.634821 -0.047422 -2.7 -0.1 -0.8
N -2.257513 1.443611 -1.372931 0.1 0.0 -0.5
C 3.412173 0.489225 3.262972 -0.5 -1.4 0.6
C -6.225481 -2.395980 1.822121 -0.2 -0.8 0.2
C 2.721675 3.820773 1.869635 -0.7 -0.8 -0.4
C -2.077146 3.331929 1.683948 0.1 -0.8 0.3
C 6.261380 -3.689752 -3.599849 0.0 -0.1 0.1
C 6.290276 2.194200 -1.724450 0.4 1.0 0.8
C 2.625391 2.414150 2.096636 -0.7 0.3 -1.4
C 2.338281 -0.283339 2.782840 0.8 0.1 0.6
C -4.935210 -0.394651 2.567243 0.3 -0.3 0.2
C 2.517529 -1.061332 -6.101954 -0.2 -0.8 0.9
C -6.839723 1.246780 5.173965 0.3 -0.6 -0.5
C -2.766580 4.144969 -0.562579 0.3 0.0 -0.2
C -0.033526 -2.835143 4.000378 0.0 -1.0 0.4
C -1.589301 2.069960 -0.383524 2.1 -0.5 1.6
C 5.414290 1.634098 -0.790388 -0.2 -0.1 -0.7
C 6.051160 2.049458 -3.059983 -0.3 -0.3 0.2
C 3.599421 1.780212 2.851405 0.1 0.0 0.2
C 5.033580 1.242296 -3.533218 0.5 -0.1 -0.7
C 0.783563 3.688389 0.414855 1.4 0.8 0.9
C 1.530958 -0.899279 -1.992905 3.2 -2.3 -3.9
C -1.542163 -3.619204 1.384133 0.0 0.2 -1.0
C 1.436539 0.212169 1.810295 1.2 0.7 0.9
C 2.502032 -0.235500 -4.980677 0.5 0.3 -0.3
C 1.952717 1.646049 -6.422136 0.2 -1.0 1.5
C 4.216778 0.569398 -2.657161 0.0 0.3 2.2
C -7.954053 -1.262326 4.383091 -0.6 -0.6 0.2
C -0.589094 -0.551940 3.831094 0.3 0.1 0.1
C 1.556636 1.620703 1.470452 -0.4 0.0 0.3
C 5.764233 -4.790494 -2.929630 -1.2 -0.2 0.5
C -3.683020 1.311958 -1.450069 -1.0 -0.5 -0.8
C 3.643970 -3.636978 -2.613608 0.2 0.3 0.1
C 0.438579 -3.371505 -0.007448 0.4 1.1 -0.2
C 1.838891 4.439349 1.013257 -1.4 -1.8 -0.3
C 2.246421 1.121316 -5.139201 -0.5 0.3 -0.9
C 4.143594 -2.495803 -3.286483 0.6 -1.1 0.1
C -6.786853 -0.781358 3.806843 0.6 -0.4 -0.4
C 4.436721 -4.774730 -2.440456 0.9 0.8 -0.6
C -1.594610 0.687769 -2.404800 0.9 1.4 -0.8
C 5.474349 -2.564368 -3.792097 -1.1 0.2 0.5
C 4.357524 0.846888 -1.246283 0.3 -0.4 -0.4
C 2.150879 -0.581545 -7.316579 -0.5 0.8 -1.1
C -6.203745 0.414600 4.249102 -0.6 0.2 -0.5
C 1.912897 0.791782 -7.499186 0.3 0.1 -1.2
C -0.031350 -1.725849 1.761519 1.3 1.6 -0.4
C -8.601935 -0.446021 5.320135 0.6 0.6 -0.7
C -8.072026 0.835402 5.614739 -1.4 -0.7 1.3
C 0.612582 2.314029 0.642706 1.1 1.6 0.8
H -2.151592 -3.116001 2.111657 -0.1 0.0 0.4
H 1.837485 1.213293 -8.530027 -0.4 -0.5 0.9
H 1.886011 5.479478 0.822742 0.1 0.9 -0.1
H -0.614844 0.297963 3.167675 0.1 0.2 -0.2
H 6.406204 -5.649640 -2.767230 -0.1 0.0 0.0
H -6.358108 -3.371118 2.350268 0.1 0.8 -0.3
H -6.379396 2.137918 5.549815 0.1 0.5 -0.1
H 0.228891 -0.424820 4.574078 -0.6 0.2 -0.4
H 1.977285 -1.276756 -8.122475 0.4 0.0 -0.4
H 5.555405 1.809963 0.261453 -0.1 0.0 0.3
H 7.292884 -3.729360 -3.921413 0.0 0.2 -0.2
H -2.223367 5.108158 -0.410836 -0.3 -0.6 -0.2
H -3.933061 0.216406 -1.441390 0.0 1.0 0.2
H -4.183853 1.820434 -0.638078 0.0 -0.1 0.3
H -1.325866 -4.647802 1.635800 0.2 -0.3 0.5
H 2.791338 -2.115695 -6.004601 -0.2 0.2 0.1
H -1.467470 2.514444 2.104955 0.0 0.7 -0.1
H -1.702204 4.331844 1.952558 0.3 -0.4 -0.4
H 7.127540 2.864420 -1.446090 -0.6 -0.6 0.2
H 4.494117 2.302011 3.135967 0.1 0.4 0.3
H -0.142289 -3.291367 -0.963979 0.7 -0.1 0.7
H 0.877222 -2.603405 4.634704 -0.9 -0.1 -0.7
H -3.822381 4.293835 -0.371168 -0.3 0.2 0.0
H -0.469246 0.878664 -2.400665 -1.2 -0.1 -0.2
H 2.213131 -1.294676 3.167813 0.1 0.1 -0.2
H -0.925313 -2.944716 4.673783 0.9 -0.3 -0.4
H 1.330310 -2.723242 -0.012665 -0.3 -0.4 -0.6
H 5.911520 -1.701055 -4.270867 0.0 0.2 -0.1
H 3.450323 4.375687 2.421841 0.5 0.2 0.1
H 4.104694 0.131382 4.048712 -0.5 -0.3 -0.7
H -1.804874 -0.373089 -2.332682 0.0 -0.3 -0.1
H 2.289961 1.819217 -4.303150 -0.1 -0.3 0.0
H 4.971043 1.120825 -4.621740 -0.2 -0.1 0.4
H 2.647209 -3.607558 -2.135046 0.5 0.0 -0.5
H -8.690926 1.452921 6.298317 0.8 -0.3 -0.4
H -1.890195 1.120852 -3.373868 -0.2 -0.5 0.0
H -5.375757 -2.491733 1.136011 -0.1 0.1 0.4
H -2.631815 3.749733 -1.572296 -0.2 0.8 -0.2
H 6.666027 2.566871 -3.732823 0.8 0.6 -1.0
H 4.034969 -5.608436 -1.904495 -0.1 -0.4 0.2
H -2.117595 -3.677137 0.446369 0.0 0.1 0.1
H 0.151803 -3.771563 3.443327 -0.1 0.4 0.4
H -9.524431 -0.746765 5.811895 0.2 -0.1 -0.3
H -8.349488 -2.258797 4.106431 0.2 0.8 0.2
H 3.708410 0.411357 -0.454226 0.3 0.1 -0.9
H 0.059037 4.220401 -0.160035 -0.3 0.2 -0.6
H -3.046196 3.223282 2.168924 -0.4 0.1 0.0
H -4.481537 1.450557 3.509508 0.0 -0.5 -0.2
H -4.086626 1.723713 -2.407748 0.4 -0.2 0.5
H 0.796673 -4.390963 0.152951 -0.4 -0.2 0.1
H -1.563483 -0.580887 4.313793 -0.1 -0.2 0.3
H -7.112777 -2.204369 1.192419 0.2 0.2 0.5
H 1.725989 2.685671 -6.466204 0.0 0.7 -0.4
```
Forces are in eV/Å.

Here are the Löwdin charges for atoms 1 to 4, given in e: 1.23, 0.75, 0.86, -0.04

Formula: C30H36BF6N6NaO9S2
Source: OMol25
Level of theory: ωB97M-V with the def2-TZVPD basis set

Its net charge is -2. Its energy above the lowest of the compared OMol25 structures with the same formula, charge and spin is 0.300 eV. The LUMO energy (spin up / spin down) comes out at 3.853 / 3.855 eV. The value obtained for the orbital gap (spin up / spin down) is 0.21772 / 0.16261 Eh.

The geometry in XYZ format:
```
91
Properties=species:S:1:pos:R:3:forces:R:3
S -0.261687 -0.240135 4.749947 0.2 -0.2 0.3
S -2.437551 -0.089933 3.082661 -0.2 0.0 0.6
Na -0.041057 -0.449763 1.726685 1.1 -0.9 -2.3
F -5.311385 1.660502 2.982354 -0.5 0.1 -0.2
F -4.608972 1.676495 5.028404 -0.3 0.1 0.4
F -1.700595 -1.611916 6.503467 -0.1 -0.1 0.1
F 0.419138 -2.062954 6.515017 0.0 -0.2 0.2
F -3.641024 2.919154 3.539671 0.0 0.5 0.0
F -0.837584 -2.887283 4.981435 0.0 -0.1 0.0
O -1.736507 0.561674 1.936932 -1.5 0.9 0.0
O 0.546478 0.447219 5.725939 -0.2 0.4 0.0
O 1.647057 -0.223367 0.329976 0.8 -0.1 -0.1
O -0.132343 4.578705 -0.439540 -0.1 -0.1 -0.2
O -2.183780 -1.566917 3.037380 -0.3 -0.2 -0.3
O -0.286334 -3.034004 1.507664 0.2 0.0 0.4
O -0.973492 2.505814 -0.949607 0.0 0.1 0.0
O 4.703522 0.188670 -1.170736 0.2 0.1 -0.2
O 0.474255 -0.774523 3.605990 0.2 0.1 1.7
N -3.535706 -3.299135 -1.395007 0.0 0.1 0.0
N -2.135441 -1.830634 -2.777392 -0.1 0.0 0.1
N -2.089994 -1.646207 -0.357183 -0.1 0.2 0.2
N 2.667991 -1.253334 -2.376015 0.2 0.1 0.5
N -1.606211 0.465084 4.456547 0.3 -0.3 -0.2
N -4.063875 -0.917358 -1.569284 0.0 0.0 0.0
C 0.681341 -3.682191 2.335948 -0.1 0.1 -0.3
C -4.592407 -2.279061 -1.446239 0.2 0.0 0.0
C 3.140216 -2.117647 -1.367081 -0.2 0.2 -0.1
C 5.551908 0.909307 -0.311511 0.0 0.0 0.1
C 1.895546 0.795895 -3.352357 -0.1 0.0 -0.1
C 4.810049 -2.371469 1.941017 0.0 0.0 -0.1
C -2.661429 -2.981720 -0.239578 0.0 0.1 -0.3
C 2.944838 2.910006 -2.915414 0.0 -0.1 0.0
C 4.394875 -2.610584 0.642585 0.0 0.1 -0.1
C 3.406946 -1.828935 -0.005164 -0.1 -0.2 0.1
C -0.631071 -1.796480 5.717147 0.1 0.2 -0.1
C -0.891521 4.663303 -1.574886 0.2 0.0 0.2
C -4.233625 1.753949 3.759730 0.7 -0.5 -0.2
C -3.238174 -0.858823 -2.780863 0.0 -0.1 0.2
C 0.439909 2.675859 1.256312 0.1 -0.2 0.1
C -2.724110 -3.167791 -2.612133 0.0 0.1 0.1
C 3.222453 -0.554076 2.075458 0.0 0.0 -0.1
C -3.176587 -0.668273 -0.409138 0.1 -0.1 -0.2
C -2.208625 3.209305 -2.974072 -0.1 0.0 -0.2
C -1.408265 3.411355 -1.875751 0.2 -0.2 0.1
C 4.231110 -1.311900 2.647945 -0.1 0.1 -0.1
C 3.839382 2.256934 -2.064980 0.0 0.1 -0.1
C 1.991927 2.164011 -3.585098 0.0 -0.1 0.1
C 2.706076 -0.811296 0.772819 -0.2 -0.1 -0.2
C -2.491825 4.322591 -3.772326 0.1 0.0 0.0
C 3.786432 0.883520 -1.886777 0.0 0.2 0.1
C -1.145183 5.763449 -2.357160 -0.1 0.1 -0.1
C -1.304515 -1.555858 -1.580049 -0.1 -0.1 0.0
C -1.970646 5.575574 -3.472260 0.0 -0.1 0.1
C 2.763906 0.124930 -2.491405 0.0 -0.2 -0.1
B -0.181719 3.225278 -0.033318 -0.2 0.2 -0.2
H 0.253727 -4.550149 2.849066 -0.1 0.0 0.0
H 0.894031 3.454954 1.871979 0.0 -0.1 -0.1
H -1.854113 -3.710212 -0.189139 0.0 0.0 0.0
H 1.117683 0.215337 -3.845209 0.0 0.1 0.1
H -3.871161 -1.047974 -3.651985 0.0 0.0 0.0
H -0.953232 -2.595996 2.078483 0.0 -0.2 0.0
H 3.010487 3.984347 -3.051957 0.0 -0.1 0.0
H -1.916013 -3.901080 -2.573061 0.0 0.0 0.0
H 5.582086 -2.981795 2.398373 0.0 0.0 0.0
H -5.240263 -2.486104 -2.301374 -0.1 0.0 -0.1
H 3.432462 -3.089899 -1.753109 0.1 0.0 0.0
H 1.487280 -4.022029 1.684194 0.0 0.0 0.0
H -2.205973 6.419710 -4.108122 0.0 0.0 0.0
H -3.247187 -3.036089 0.679868 0.0 0.0 0.0
H 4.552755 -1.100855 3.663863 0.0 0.0 0.0
H 1.174147 1.881200 1.044254 -0.1 0.2 -0.1
H 6.257217 1.537335 -0.867438 0.0 0.0 0.0
H -2.756413 0.336044 -0.480843 0.0 0.0 0.0
H 2.736665 0.229408 2.648961 0.0 -0.1 0.0
H -3.119879 4.199174 -4.647397 0.0 0.0 0.1
H 4.602832 2.832949 -1.558875 0.0 0.0 0.0
H -0.715992 6.729223 -2.115671 -0.1 -0.1 0.0
H 6.100481 0.164651 0.260237 0.0 0.0 0.0
H -0.875398 -0.553486 -1.658073 0.0 0.0 0.0
H 4.976637 1.531720 0.380371 0.0 0.0 0.0
H -5.182172 -2.343459 -0.530106 0.0 0.0 0.0
H 1.105654 -3.009822 3.079820 0.0 0.1 0.0
H 2.029817 -1.657228 -3.040143 -0.1 -0.1 0.0
H -0.369939 2.187886 1.817977 0.1 0.1 0.0
H -0.493121 -2.286187 -1.533485 0.0 0.1 0.0
H 4.873858 -3.394327 0.058383 0.0 0.0 0.0
H -3.762838 -0.732104 0.509331 0.0 0.0 0.0
H -3.353350 -3.381438 -3.479738 0.0 0.0 -0.1
H -2.587123 2.225864 -3.220813 0.0 0.1 0.1
H -2.813977 0.142831 -2.861170 0.0 0.0 0.0
H 1.308211 2.642579 -4.274159 -0.1 0.0 0.0
```
Forces are in eV/Å.

Here are the Löwdin charges for atoms 1 to 4, given in e: 0.56, 0.69, 0.21, 0.08

Formula: C3H2BeO3
Source: OMol25
Level of theory: ωB97M-V with the def2-TZVPD basis set

Its net charge is +2. Its energy above the lowest of the compared OMol25 structures with the same formula, charge and spin is 0.000 eV. The LUMO energy (spin up / spin down) comes out at -9.866 / -13.114 eV. The value obtained for the orbital gap (spin up / spin down) is 0.43003 / 0.11370 Eh.

The geometry in XYZ format:
```
9
Properties=species:S:1:pos:R:3:forces:R:3
O -0.793150 0.832941 -0.233112 -1.1 0.1 2.1
O -1.920465 0.542682 1.767592 5.6 -1.1 -4.1
O 1.259311 -1.280056 0.497747 0.3 2.3 -4.2
C 1.236986 -0.678519 -0.507472 0.6 -4.2 6.1
C 0.976457 0.080642 -1.551190 0.6 1.1 -2.7
C -1.285529 0.674254 0.789565 0.2 0.8 -2.6
Be -2.912329 0.708517 2.622513 -6.2 1.0 5.5
H 1.455219 1.056975 -1.623770 0.0 0.0 -0.1
H 0.359654 -0.321826 -2.354476 0.0 0.0 -0.1
```
Forces are in eV/Å.

Here are the natural (NBO) charges for atoms 1 to 4, given in e: -0.35, -0.83, -0.19, 0.77